No. 1
ORCA calculation (ωB97M-V/def2-TZVPD) on C4H10N4 as an isolated structure in a non-equilibrium geometry.

Calculated values
Multiplicity = 1
Total charge = 0
Highest occupied orbital energy = -8.58 eV
Calculated total energy = -10263.97418 eV
Frontier orbital gap = 0.32646 Eh
Relative energy (zero: lowest compared OMol25 entry of this formula, charge and spin) = 6.8767 eV
M = 114.2 g mol⁻¹

Each line ends with the natural charge from an NBO analysis.
Element x y z (Å)
N: -1.5677 2.8443 1.0147  -0.665
H: -1.5746 -1.5248 1.1324  0.238
H: 0.1973 2.5336 -0.0994  0.392
N: -0.6701 2.1440 0.1045  -0.476
C: 0.2189 -1.2356 -0.2385  0.417
H: -1.2721 -2.7560 -0.5152  0.284
H: 2.3230 -0.3505 -0.8915  0.220
N: 0.5659 0.3354 -0.0898  -0.584
N: 1.1260 -2.0339 -0.4749  -0.453
H: -2.1559 3.3227 0.0561  0.381
H: 3.2195 -1.8319 0.0606  0.210
H: 2.6799 -1.7447 -1.7630  0.201
C: 2.4556 -1.5105 -0.7652  -0.461
C: -0.4925 0.8797 0.2966  0.267
H: -2.1351 1.9172 1.7401  0.378
H: -1.8926 -0.9546 -0.5882  0.209
C: -1.2126 -1.7508 0.1023  -0.713
H: -1.3845 0.0639 0.6164  0.155

No. 2
ORCA calculation (ωB97M-V/def2-TZVPD) on a 2-piece molecular cluster, C35H33FNSi overall in a non-equilibrium geometry.

Calculated values
Multiplicity = 1
Total charge = +1
Highest occupied orbital energy = -10.57 eV
Calculated total energy = -48908.12463 eV
Frontier orbital gap = 0.17619 Eh
M = 514.7 g mol⁻¹

Each line ends with the Löwdin charge.
Element x y z (Å)
H: 1.7204 -0.9492 3.2208  0.136
H: 1.3373 3.5893 -1.4680  0.115
C: -2.0674 -3.4307 -4.4883  -0.075
H: 4.2528 -2.9959 1.0187  0.107
H: -3.0691 -3.7999 -4.7114  0.106
H: -2.3572 1.3683 -2.1943  0.099
C: -2.1841 0.5057 2.8645  0.010
H: -5.5733 0.3539 0.5073  0.109
C: -1.8759 -2.5756 -3.3991  -0.085
C: 1.0553 -1.5150 -0.6729  -0.231
H: -0.0181 0.0618 1.3689  0.109
H: 3.4770 -0.4124 4.9431  0.136
H: -1.1341 -4.4312 -6.1638  0.107
H: -2.0584 -2.1238 0.3463  0.112
H: -4.5653 1.8968 -1.1986  0.111
C: 1.6071 2.5260 -1.4058  -0.201
H: -2.2593 3.9773 4.6019  0.121
C: 1.3979 1.1333 2.6699  -0.212
H: 0.6346 -3.5388 -1.2700  0.106
H: 1.1682 -3.6451 -5.5765  0.108
C: -2.0398 -0.4195 -0.9912  -0.256
C: -0.5969 -2.0853 -3.1014  -0.252
C: -4.5878 0.1445 0.0880  -0.079
C: 2.0002 2.4191 2.6838  -0.021
C: -2.7666 0.7099 -1.4196  -0.083
H: 1.5034 -2.1584 -3.6263  0.099
H: -2.7211 -2.2722 -2.7797  0.095
H: -0.4880 1.1009 -3.1036  0.109
C: 3.0633 0.3658 4.3008  0.025
C: 0.1002 0.9074 2.0503  0.164
H: -4.1863 2.4144 4.8508  0.126
C: -3.2918 0.8773 3.6082  -0.038
N: 0.4240 1.6750 -1.2564  -0.068
C: -1.1542 2.6746 3.3067  0.020
C: -0.9796 -3.7972 -5.2901  -0.077
Si: -0.3649 -0.8589 -1.7043  0.743
C: 3.5143 1.6836 4.3860  -0.218
C: 3.0597 2.6988 3.5440  0.026
C: 1.9385 -0.7035 0.0588  -0.124
C: 0.3072 -3.3471 -4.9749  -0.071
H: 3.8036 -0.5451 1.1333  0.110
H: 3.4184 2.0081 -2.6094  0.114
H: 1.5781 3.1878 2.0271  0.125
C: 0.4970 -2.5010 -3.8764  -0.098
H: 2.2617 -0.1255 -2.9164  0.094
H: -0.4389 2.1512 -0.9931  0.107
C: 2.0656 0.0811 3.3742  -0.002
C: 3.1069 -1.2176 0.6235  -0.086
H: 1.4604 0.7316 -4.2263  0.118
H: 2.2302 2.3911 -0.5177  0.085
C: 0.3021 0.7896 -2.3898  -0.376
H: 2.0881 2.8118 -3.4558  0.109
C: -4.0268 0.9987 -0.8713  -0.064
H: -4.2831 -1.6153 1.3154  0.112
C: -1.0892 1.3982 2.6780  -0.166
C: 2.4794 -3.4249 -0.1464  -0.063
C: 2.3270 2.0717 -2.6857  -0.148
F: 4.3737 2.0104 5.4045  0.067
H: -0.2992 3.3423 3.2097  0.113
C: 1.3291 -2.8882 -0.7343  -0.090
C: -3.3319 2.1352 4.2306  -0.009
C: -3.8711 -0.9721 0.5318  -0.107
C: -2.2500 3.0169 4.0861  -0.037
H: 3.4835 3.6986 3.6054  0.133
C: 1.6543 0.7622 -3.1442  -0.158
C: -2.6099 -1.2500 -0.0104  -0.123
C: 3.3646 -2.5888 0.5406  -0.072
H: -2.0952 -0.5088 2.4616  0.113
H: -4.1185 0.1779 3.7373  0.122
H: 2.6791 -4.4953 -0.2310  0.111
H: 1.6889 0.3440 0.2264  0.057

No. 3
ORCA calculation (ωB97M-V/def2-TZVPD) on a 12-piece molecular cluster, C53H107NO23S11 overall in a non-equilibrium geometry.

Calculated values
Structure (SMILES) = CC1(C)CCCC(C)(C)N1O.O=S1(=O)CCCC1.O=S1(=O)CCCC1.O=S1(=O)CCCC1.O=S1(=O)CCCC1.O=S1(=O)CCCC1.O=S1(=O)CCCC1.O=S1(=O)CCCC1.O=S1(=O)CCCC1.O=S1(=O)CCCC1.O=S1(=O)CCCC1.O=S1(=O)CCCC1
Multiplicity = 1
Total charge = 0
Highest occupied orbital energy = -8.94 eV
Calculated total energy = -224460.24973 eV
Frontier orbital gap = 0.32986 Eh
Relative energy (zero: lowest compared OMol25 entry of this formula, charge and spin) = 0.0000 eV
M = 1479.2 g mol⁻¹

Each line ends with the Löwdin charge.
Element x y z (Å)
O: 5.9664 2.5373 0.1592  -0.341
H: 0.2648 5.2196 2.8234  0.124
H: 1.3540 -4.4685 -2.3349  0.060
H: 4.6153 4.9327 0.7329  0.119
C: -2.1461 -0.1695 6.0713  -0.222
C: -2.4870 2.6318 -3.3814  -0.227
O: -9.4485 0.4963 -1.0294  -0.338
O: 2.6209 2.4200 5.1738  -0.339
C: 0.0999 -4.7134 0.4113  -0.231
H: -2.5272 0.8292 -0.3193  0.107
H: 1.0443 -4.6958 -0.1423  0.097
C: -1.0707 -0.8809 -0.2552  -0.193
O: 2.8658 -0.3248 3.3594  -0.301
O: 1.4300 -1.7396 0.3045  -0.345
H: 1.1421 -4.4879 2.3045  0.097
S: 2.1690 -0.8095 4.5222  0.629
C: -4.6919 3.6812 2.7347  -0.233
O: -1.2770 -0.6106 -3.5805  -0.330
O: -1.7306 2.8770 -7.0842  -0.329
O: -4.0131 3.1109 -0.3591  -0.320
H: -1.2563 0.2838 6.4014  0.088
H: 1.4225 -6.7335 1.2157  0.118
C: -1.6744 -4.3789 -3.8729  -0.237
C: 1.6839 -2.7761 6.1252  -0.195
H: 1.2124 3.1643 2.1898  0.084
C: -7.4917 -1.1799 -0.4334  -0.219
S: -2.0062 -1.8464 -3.7963  0.656
H: -7.7752 -1.7587 0.4418  0.102
H: -5.5165 -1.7427 -1.0686  0.104
H: -1.4895 -3.3005 -1.9853  0.086
H: -2.9918 0.0705 2.9097  0.090
C: -5.8743 0.3811 -1.4803  -0.190
H: 3.9003 4.2718 -2.1600  0.105
H: -4.3106 5.6847 3.1959  0.120
O: -0.4124 -8.3180 0.0527  -0.327
H: -2.9084 -2.2520 -5.8715  0.112
H: 2.8717 5.4813 3.6634  0.097
O: 0.9278 -0.2012 4.7941  -0.285
C: 0.5976 0.6833 0.9776  -0.237
C: 3.0708 -3.9881 -3.6084  -0.450
C: 4.5267 -1.2058 -4.0197  -0.035
C: 3.2974 -3.1649 -6.0719  -0.215
O: 1.0621 3.6298 -0.5037  -0.313
H: 5.3853 -1.4159 1.6858  0.120
H: 3.8522 3.2952 -0.7217  0.084
H: 3.2295 -0.9878 -6.1678  0.146
C: 6.2424 -0.9064 -0.2743  -0.160
S: 0.2457 -1.0247 0.8810  0.710
C: 2.7310 -1.8476 6.8060  -0.193
C: 0.2925 -5.0306 1.9393  -0.175
C: -1.1836 -3.2445 -3.0231  -0.231
H: 4.4073 -3.1574 -6.0325  0.114
N: 2.6166 -2.5707 -3.2956  -0.072
H: -0.5689 -4.1334 -5.7572  0.121
S: -8.2571 0.3980 -0.1895  0.657
H: 0.7991 6.3819 -0.3894  0.108
H: -6.2646 0.2101 -2.4247  0.091
H: -0.7337 2.3740 0.8196  0.085
H: -4.0573 3.7830 -6.1943  0.087
H: 1.8945 -3.7922 6.4246  0.113
H: 5.0059 -4.0979 -2.3646  0.095
H: -2.9676 2.3318 2.1005  0.061
C: -1.6100 -3.9700 -5.3519  -0.197
O: -1.9053 1.9316 4.4755  -0.340
C: 0.9536 3.2161 3.2582  -0.230
H: -2.3291 -4.5890 -5.9154  0.126
H: -2.5715 3.9042 2.7394  0.101
H: 5.1557 -1.6136 -4.7864  0.068
H: -2.9420 1.6704 -3.1691  0.103
H: 2.1993 6.8098 -1.3107  0.110
C: 1.0352 5.1097 4.8677  -0.190
C: 3.0930 -1.5105 -4.2071  -0.538
H: -1.2047 -1.8976 -5.9489  0.112
H: -0.7385 4.3922 3.9456  0.082
C: -0.7466 1.3152 0.9147  -0.246
C: -1.3935 2.7086 -4.4545  -0.233
C: 4.0108 5.3259 -0.1111  -0.208
H: 3.5664 -2.4163 7.0977  0.089
H: -4.8544 0.7781 -1.5256  0.098
C: 1.7616 -2.5217 4.6471  -0.239
H: 2.4910 0.5390 -4.4810  0.083
H: -1.6007 -2.2175 5.7282  0.118
H: -5.9641 5.4220 2.6228  0.126
C: 3.5748 4.2700 -1.1260  -0.215
H: -4.5006 3.6210 -3.3798  0.100
C: -1.9540 -2.5136 -5.4311  -0.235
S: 1.8436 4.5188 -1.3421  0.654
H: 4.2016 -1.4295 0.3687  0.090
H: -3.1653 4.5962 -3.7952  0.125
H: 0.9069 -2.8366 4.0013  0.099
H: 2.9998 -3.3652 -7.1116  0.128
C: -3.3280 3.3360 2.1743  -0.237
C: -3.1466 -1.5670 4.3814  -0.196
C: 2.7804 -4.2134 -5.1694  -0.122
H: -1.1111 1.0837 -1.1798  0.100
H: 2.3223 -0.0156 -2.8119  0.086
H: 7.7848 0.7811 -0.3976  0.105
H: 7.9581 -0.1323 1.1330  0.111
H: 2.3526 -1.4089 7.7486  0.125
H: -1.1129 -5.2648 -3.7987  0.088
O: -8.3409 0.5936 1.2114  -0.317
C: -1.8821 -1.3449 5.1414  -0.250
O: 1.5578 4.4767 -2.7666  -0.326
C: 0.2820 4.4877 3.6523  -0.216
H: -0.7124 -4.8306 2.3673  0.131
H: 1.2190 0.9907 0.0899  0.139
H: 4.3027 0.5237 2.0673  0.065
C: 3.2498 -0.7479 5.8794  -0.218
C: 1.7846 6.0787 -0.6624  -0.225
C: 4.6943 0.4542 1.0648  -0.261
H: 3.0463 6.8169 0.9879  0.119
H: 3.0505 -5.2434 -5.3406  0.118
H: -5.4583 5.0302 0.2771  0.117
H: -0.0872 -3.1351 -3.0874  0.094
C: 5.0764 -0.9524 0.7581  -0.207
H: 4.3116 -0.8338 5.5929  0.130
H: 5.7368 -0.5543 -1.1730  0.100
H: -7.3538 2.0821 -1.5960  0.096
H: 0.7060 -2.4839 6.5189  0.102
H: -0.6172 -1.2296 -1.1634  0.064
H: -2.1988 2.9786 -2.4188  0.082
H: -0.5627 -6.0362 -1.2675  0.102
O: -3.3702 -1.8356 -3.3250  -0.314
H: 4.8377 -1.6299 -3.0363  0.079
H: -1.0101 -1.1828 4.5274  0.067
H: 4.7433 -5.3601 -3.5842  0.081
C: -4.6163 5.2881 0.9553  -0.215
H: 1.1626 -0.5803 -3.9604  0.069
C: -0.8052 -5.7556 -0.2232  -0.211
O: -0.2649 -1.5792 2.1286  -0.313
H: -0.3074 -3.7342 0.2334  0.065
H: -7.8423 -1.7280 -1.2734  0.095
C: -5.9725 -0.8662 -0.6190  -0.201
H: -1.8867 -1.5489 0.0810  0.120
H: 3.0268 0.2244 6.3224  0.097
C: 7.2352 0.1494 0.3383  -0.212
H: -4.1469 6.2419 0.6223  0.115
O: -2.5878 0.8649 -5.8822  -0.344
H: 2.5317 -3.1124 4.2193  0.096
O: -4.0046 1.6334 5.7803  -0.328
H: -4.8303 3.4830 3.8221  0.126
H: 6.6943 -1.8615 -0.4485  0.101
H: -1.8269 -5.4290 -0.1927  0.086
H: 0.6237 6.1469 5.0976  0.140
H: -6.5145 1.9922 -0.0555  0.065
H: 1.1933 0.8546 1.8470  0.075
C: 2.5165 4.9497 4.5413  -0.223
H: 4.7955 -0.1253 -4.0276  0.106
C: -4.9053 5.1515 2.4661  -0.191
C: 0.5502 -6.5262 1.8634  -0.238
O: 3.0974 -2.3079 -1.9915  -0.059
H: 2.3129 -2.2074 -1.4199  0.061
H: -4.6535 -0.1055 3.6686  0.097
H: -1.2503 1.0993 1.8850  0.103
H: 1.7121 -3.9581 -5.1624  0.104
H: -2.9351 -2.2471 3.5469  0.116
O: 6.6736 1.6425 2.3930  -0.329
C: 2.2257 -0.2999 -3.8702  -0.021
C: 4.5896 -4.3023 -3.3900  -0.033
H: -2.7927 -0.4349 6.8909  0.114
C: -1.4402 0.6724 -0.2495  -0.149
H: 0.4545 2.2590 3.5865  0.109
H: -3.9156 -1.9717 5.0602  0.127
S: -0.8003 -7.2265 0.9000  0.659
H: -5.4050 2.9995 2.2771  0.116
S: -2.2807 2.3013 -5.8686  0.666
H: 4.0993 0.9974 0.3205  0.109
C: -3.5734 3.5709 -3.9439  -0.202
C: 2.7532 5.8875 0.5131  -0.226
H: 2.4536 5.2178 1.3265  0.088
C: -3.8060 3.1127 -5.4034  -0.205
H: 2.0483 -5.8384 -3.3821  0.089
H: 5.2400 -3.7587 -4.0535  0.053
C: 2.7774 -1.8552 -5.6527  -0.152
C: -3.5942 -0.1694 3.8194  -0.172
C: -6.8964 1.4156 -0.8764  -0.186
H: -1.0530 3.7503 -4.5578  0.123
H: -0.5349 2.0118 -4.3213  0.122
H: 2.8092 -5.2983 -1.9136  0.083
O: -2.0609 -7.2970 1.5647  -0.304
H: 3.0868 5.0174 5.4076  0.087
H: -4.5640 2.2901 -5.4534  0.117
S: -2.9331 1.0091 5.0457  0.706
S: 2.5920 3.2815 3.9591  0.700
H: -2.6863 -4.7515 -3.6082  0.134
O: -2.1640 4.6314 0.1856  -0.310
H: 4.6053 6.0961 -0.6602  0.133
H: 0.8648 4.4694 5.7405  0.114
H: 1.7599 -1.8905 -5.8744  0.097
H: 0.6132 -7.1278 2.7814  0.111
S: -3.4151 4.0519 0.5579  0.631
C: 2.2438 -4.9497 -2.7848  -0.037
O: 3.6319 3.1809 2.9716  -0.303
S: 6.1728 1.3940 1.0497  0.672
H: -5.4143 -0.6590 0.3080  0.114

No. 4
ORCA calculation (ωB97M-V/def2-TZVPD) on a 2-piece molecular cluster, C4H8OS overall in a non-equilibrium geometry.

Calculated values
Multiplicity = 1
Total charge = 0
Highest occupied orbital energy = -8.63 eV
Calculated total energy = -17154.91221 eV
Frontier orbital gap = 0.27931 Eh
Relative energy (zero: lowest compared OMol25 entry of this formula, charge and spin) = 5.5380 eV
M = 104.2 g mol⁻¹

Each line ends with the natural charge from an NBO analysis.
Element x y z (Å)
C: 0.3012 -0.5544 1.0186  -0.416
C: -0.0099 -0.3252 -0.5480  -0.249
H: -1.2580 1.0130 0.7204  0.223
C: -1.0129 -0.0727 0.5155  -0.439
H: 0.3081 -1.4586 -0.9509  0.270
H: -1.4352 1.5799 -1.5756  0.453
O: -0.5380 1.4319 -2.1265  -0.713
H: 2.0517 -2.0998 2.2048  0.111
H: -1.7717 -0.7818 0.8027  0.222
S: 0.1838 -2.2044 1.5043  0.046
H: 0.6232 1.8068 -0.3426  0.181
H: 1.1775 0.6709 -1.6833  0.197
C: 0.4382 1.0245 -1.0965  -0.098
H: 0.9422 -0.0300 1.5570  0.214